Entry 1:
17
Properties=species:S:1:pos:R:3:lowdin_charge:R:1 method="wB97M-V/def2-TZVPD" molar_mass_g_mol=111.14 smiles="O[C@@]12CC=C[C@H]1NC2" homo_ev=-8.73 gap_ha=0.353
O -0.069 1.621 -0.437 -0.055
C 0.493 0.342 -0.019 -0.556
C 0.641 0.248 1.377 -0.140
C -0.880 0.001 1.658 -0.074
C -1.423 -0.626 0.659 -0.065
C -0.298 -0.940 -0.182 -0.301
N 0.014 -0.908 -1.697 0.010
C 1.313 -0.085 -1.263 -0.034
H -0.397 2.093 0.539 0.207
H 1.084 1.119 1.771 0.103
H 1.323 -0.579 1.517 0.134
H -1.230 0.489 2.751 0.170
H -2.437 -1.085 0.547 0.135
H 0.126 -1.892 0.051 0.148
H -0.690 -0.292 -2.275 0.128
H 2.007 -0.878 -1.107 0.101
H 1.587 0.772 -1.802 0.090



Entry 2:
16
Properties=species:S:1:pos:R:3:lowdin_charge:R:1 method="wB97M-V/def2-TZVPD" molar_mass_g_mol=86.13 smiles="C=CC=O.CC" homo_ev=-10.09 gap_ha=0.371
C 1.001 1.160 -1.220 0.043
C 1.932 0.252 -0.930 -0.136
C 2.280 -0.040 0.485 -0.285
O 1.733 0.478 1.435 0.032
H 0.716 1.396 -2.241 0.069
H 0.501 1.691 -0.415 0.065
H 2.460 -0.302 -1.702 0.093
H 3.090 -0.780 0.641 0.114
C -2.108 0.146 0.319 -0.172
C -1.319 -1.112 0.665 -0.170
H -3.033 0.203 0.903 0.062
H -1.528 1.049 0.537 0.049
H -2.383 0.169 -0.741 0.064
H -1.012 -1.106 1.715 0.067
H -1.918 -2.012 0.491 0.063
H -0.412 -1.191 0.056 0.042



Entry 3:
11
Properties=species:S:1:pos:R:3:lowdin_charge:R:1 method="wB97M-V/def2-TZVPD" molar_mass_g_mol=96.09 smiles=Oc1ccncn1 homo_ev=-9.80 gap_ha=0.387
O -0.583 -1.250 -1.650 0.124
C -0.361 -0.350 -0.781 -0.457
C 0.769 -0.852 -0.126 0.021
C 0.988 -0.031 0.974 -0.129
N 0.294 1.047 1.347 0.032
C -0.658 1.386 0.610 -0.231
N -1.146 0.731 -0.557 0.155
H -1.208 -0.942 -2.291 0.121
H 1.224 -1.725 -0.291 0.078
H 1.657 -0.483 1.856 0.147
H -0.975 2.470 0.909 0.140



Entry 4:
110
Properties=species:S:1:pos:R:3:lowdin_charge:R:1 method="wB97M-V/def2-TZVPD" total_charge=+1 molar_mass_g_mol=727.45 homo_ev=-9.09 gap_ha=0.249
Sr 0.490 -0.584 0.531 1.403
N -0.855 1.636 0.252 -0.062
C -1.896 0.625 0.451 -0.300
C -1.951 -0.380 -0.716 -0.210
N -1.459 -1.749 -0.414 -0.316
C -1.807 -2.608 -1.569 -0.181
C -1.276 -4.037 -1.521 -0.258
N 0.149 -4.236 -1.573 0.042
C -1.949 -2.322 0.861 -0.175
C -0.880 -2.624 1.933 -0.271
N -0.559 -1.466 2.790 -0.062
H -1.035 2.228 -0.552 0.079
H -0.879 2.308 1.013 0.063
H -1.632 0.100 1.377 0.052
H -2.883 1.057 0.621 0.136
H -2.976 -0.427 -1.097 0.133
H -1.343 0.009 -1.545 0.127
H -2.901 -2.637 -1.676 0.132
H -1.409 -2.116 -2.460 0.126
H -1.664 -4.568 -0.648 0.107
H -1.721 -4.549 -2.377 0.125
H 0.687 -3.895 -0.788 0.050
H 0.582 -3.934 -2.434 0.067
H -2.742 -1.707 1.299 0.135
H -2.426 -3.275 0.646 0.116
H -1.238 -3.478 2.513 0.132
H 0.066 -2.964 1.486 0.078
H -1.404 -1.134 3.243 0.098
H 0.078 -1.738 3.532 0.086
C 1.955 7.454 0.696 -0.129
C 0.680 6.752 0.257 -0.390
S 0.666 5.009 0.722 0.910
O -0.708 4.499 0.380 -0.559
C 1.782 4.346 -0.536 -0.401
C 1.230 4.406 -1.949 -0.113
H 1.902 8.512 0.439 0.080
H 2.837 7.040 0.206 0.064
H 2.098 7.374 1.774 0.072
H 0.503 6.832 -0.816 0.082
H -0.197 7.151 0.769 0.092
H 1.977 3.312 -0.229 0.073
H 2.721 4.885 -0.416 0.064
H 0.270 3.895 -2.011 0.064
H 1.927 3.922 -2.632 0.071
H 1.082 5.428 -2.296 0.071
C 2.336 -1.049 -2.674 -0.072
C 3.604 -1.914 -2.641 -0.345
C 4.854 -1.033 -2.633 -0.042
C 3.546 -2.991 -1.565 -0.128
C 3.296 -4.296 -1.988 -0.059
C 3.208 -5.348 -1.094 -0.075
C 3.370 -5.110 0.260 -0.032
C 3.646 -3.830 0.731 -0.122
C 3.856 -3.579 2.217 -0.353
C 4.397 -4.790 2.974 -0.067
C 2.560 -3.094 2.872 -0.063
C 3.737 -2.771 -0.192 -0.140
N 4.123 -1.490 0.285 -0.025
B 3.305 -0.312 0.566 -0.426
N 4.327 0.581 1.116 -0.004
C 5.578 -0.041 1.138 -0.079
C 5.457 -1.282 0.644 -0.089
C 4.237 1.950 1.489 -0.126
C 3.513 2.327 2.628 -0.128
C 3.501 3.670 2.998 -0.044
C 4.216 4.614 2.285 -0.077
C 4.923 4.228 1.157 -0.044
C 4.929 2.906 0.728 -0.130
C 5.607 2.535 -0.579 -0.363
C 4.636 2.764 -1.741 -0.055
C 6.920 3.279 -0.816 -0.061
C 2.796 1.317 3.503 -0.376
C 1.300 1.625 3.585 -0.060
C 3.418 1.253 4.899 -0.049
H 2.281 -0.490 -3.611 0.086
H 2.356 -0.333 -1.847 0.014
H 1.435 -1.669 -2.601 0.056
H 3.624 -2.470 -3.583 0.126
H 4.864 -0.349 -1.786 0.053
H 4.885 -0.440 -3.550 0.084
H 5.760 -1.639 -2.594 0.092
H 3.182 -4.488 -3.049 0.117
H 3.012 -6.350 -1.451 0.110
H 3.312 -5.939 0.953 0.107
H 4.583 -2.774 2.319 0.123
H 3.655 -5.587 3.059 0.076
H 4.675 -4.497 3.987 0.083
H 5.281 -5.202 2.487 0.090
H 1.778 -3.851 2.760 0.082
H 2.244 -2.150 2.413 0.026
H 2.709 -2.917 3.940 0.091
H 6.459 0.459 1.507 0.133
H 6.214 -2.039 0.515 0.133
H 2.953 3.976 3.883 0.114
H 4.228 5.647 2.609 0.105
H 5.477 4.972 0.597 0.112
H 5.836 1.470 -0.561 0.103
H 4.387 3.825 -1.827 0.077
H 3.711 2.199 -1.591 0.069
H 5.082 2.445 -2.685 0.084
H 6.759 4.339 -1.022 0.073
H 7.433 2.859 -1.682 0.083
H 7.585 3.199 0.045 0.087
H 2.912 0.339 3.035 0.094
H 1.112 2.611 4.014 0.084
H 0.782 0.890 4.206 0.072
H 0.852 1.629 2.584 0.045
H 3.323 2.207 5.421 0.080
H 4.479 1.011 4.837 0.088
H 2.929 0.489 5.507 0.077



LUMO for the records above, in order: 0.86 0.00 0.72 -2.31 eV
Energy for the records above, in order: -9900.0232 -7393.4139 -9238.7531 -61702.8141 eV
Relative energy (zero: lowest compared OMol25 entry of this formula, charge and spin) for the records above, in order: 128.7 31.2 40.0 52.9 kcal per mole